Entry 1
C3H5NS2 | wB97M-V/def2-TZVPD

Structure (XYZ):
```
11
C3H5NS2 wB97M-V/def2-TZVPD
C -0.806 0.349 0.158
C 0.436 -0.389 0.567
C 1.125 -1.301 -0.407
H 0.335 2.001 -0.124
H -1.298 2.214 -0.612
H 0.352 -0.774 1.515
H 0.777 -1.373 -1.395
H 1.518 -2.219 0.076
N -0.612 1.657 -0.122
S -2.178 -0.480 -0.033
S 2.057 0.267 0.001
```

Computed properties:
Orbital gap: 9.080 eV
SMILES string: NC(=S)[C@H]1CS1
E_HOMO: -8.498 eV


Entry 2
C3H5NS2 | wB97M-V/def2-TZVPD

Structure (XYZ):
```
11
C3H5NS2 wB97M-V/def2-TZVPD
C -0.228 -0.441 1.031
C -0.193 0.123 -0.196
C -0.869 1.366 -0.640
N 0.607 -1.451 1.264
S 2.466 -2.021 -1.048
S 1.627 -2.409 0.688
H -0.853 -0.116 1.833
H 0.382 -0.374 -0.812
H -0.945 1.444 -1.659
H -0.278 2.213 -0.373
H -1.717 1.667 -0.088
```

Computed properties:
Orbital gap: 7.191 eV
E_HOMO: -8.536 eV


Of them, the most stable is entry 1 and the least stable is entry 2.


Entry 1
C7H15N2 | wB97M-V/def2-TZVPD

Structure (XYZ):
```
24
C7H15N2 wB97M-V/def2-TZVPD
C 0.688 -0.330 -0.521
C 2.653 0.842 0.158
C 1.821 -1.261 -0.180
C -2.102 -1.225 -0.548
C -1.696 1.178 -0.744
C -1.103 0.103 1.510
C -1.254 -0.051 -0.017
N 1.277 0.986 -0.324
N 2.877 -0.650 0.204
H 0.598 -0.574 -1.594
H 3.312 1.336 -0.519
H 2.754 1.405 1.138
H 1.780 -2.353 -0.209
H -3.237 -0.879 -0.699
H -2.021 -1.930 0.313
H -1.740 -1.676 -1.485
H -2.675 1.352 -0.230
H -0.840 1.984 -0.616
H 0.607 1.734 0.098
H -2.063 -0.218 2.034
H -0.893 1.137 1.682
H -0.466 -0.759 1.809
H 3.643 -1.160 0.582
H -1.923 1.006 -1.843
```

Computed properties:
Orbital gap: 8.070 eV
Net charge: +1
E_HOMO: -12.483 eV


Entry 2
C7H15N2 | wB97M-V/def2-TZVPD

Structure (XYZ):
```
24
C7H15N2 wB97M-V/def2-TZVPD
C 1.275 1.856 -0.198
C -0.120 1.922 -0.656
C 0.087 -0.645 -0.106
C 1.033 -1.638 -0.882
C 0.244 0.791 0.245
C 0.385 -2.690 -1.735
C -1.937 0.996 1.385
N 0.756 -1.745 0.565
N -0.436 0.937 1.545
H 1.941 1.567 -0.920
H 1.741 2.637 0.450
H -0.582 2.786 -0.229
H -0.263 1.750 -1.712
H -1.002 -0.948 -0.254
H 1.983 -1.504 -1.239
H -0.102 -2.387 -2.673
H -0.203 -3.276 -1.068
H 1.195 -3.381 -2.165
H -2.396 1.135 2.320
H -2.286 1.813 0.725
H -2.359 -0.024 1.035
H 1.598 -1.397 1.102
H -0.389 -0.008 2.061
H -0.162 1.456 2.403
```

Computed properties:
Orbital gap: 9.891 eV
Net charge: +1
SMILES string: C[NH2+]C1([C@@H]2N[C@H]2C)CC1
E_HOMO: -13.122 eV


Of them, the most stable is entry 1 and the least stable is entry 2.


Entry 1
C4H9N | wB97M-V/def2-TZVPD

Structure (XYZ):
```
14
C4H9N wB97M-V/def2-TZVPD
C -0.546 -0.467 -1.571
C -0.964 -0.064 -0.132
C 0.248 0.270 0.700
C 0.691 1.509 0.933
N 0.970 -0.845 1.070
H 0.518 -0.710 -1.624
H -0.692 0.427 -2.183
H -1.140 -1.268 -2.015
H -1.357 -0.948 0.374
H -1.758 0.676 -0.179
H 0.088 2.361 0.635
H 1.565 1.596 1.564
H 0.848 -1.682 0.522
H 1.528 -0.855 1.906
```

Computed properties:
Orbital gap (spin up / spin down): 3.100 / 8.576 eV
2S+1: 2
Net charge: -1
E_HOMO (spin up / spin down): 1.497 / -4.080 eV


Entry 2
C4H9N | wB97M-V/def2-TZVPD

Structure (XYZ):
```
14
C4H9N wB97M-V/def2-TZVPD
C 1.185 0.804 0.337
C 0.393 -0.447 0.021
C 0.993 -1.606 -0.307
C -1.630 0.802 -0.178
N -0.962 -0.421 0.317
H 2.208 0.499 0.634
H 0.882 1.281 1.269
H 1.170 1.489 -0.511
H 2.081 -1.738 -0.243
H 0.607 -2.597 -0.530
H -2.706 0.631 -0.237
H -1.464 0.960 -1.244
H -1.365 1.675 0.414
H -1.392 -1.331 0.258
```

Computed properties:
Orbital gap (spin up / spin down): 2.886 / 8.461 eV
2S+1: 2
Net charge: -1
E_HOMO (spin up / spin down): 1.468 / -4.259 eV


Entry 3
C4H9N | wB97M-V/def2-TZVPD

Structure (XYZ):
```
14
C4H9N wB97M-V/def2-TZVPD
C -1.553 -1.668 0.185
N -1.614 -1.057 -0.997
H -2.030 -1.265 1.074
H -1.229 -2.708 0.293
H -1.246 -1.688 -1.696
C 0.211 1.629 0.906
C 1.210 0.590 0.499
C 1.884 0.553 -0.649
H -0.768 1.145 0.888
H 0.148 2.409 0.141
H 0.429 2.093 1.865
H 1.534 -0.114 1.256
H 2.561 -0.243 -0.924
H 1.643 1.214 -1.480
```

Computed properties:
Orbital gap (spin up / spin down): 3.325 / 7.867 eV
2S+1: 2
Net charge: -1
E_HOMO (spin up / spin down): 1.096 / -3.513 eV


Of them, the most stable is entry 1 and the least stable is entry 3.


Entry 1
C2H8N4O | wB97M-V/def2-TZVPD

Structure (XYZ):
```
15
C2H8N4O wB97M-V/def2-TZVPD
C -1.817 -1.069 0.042
C 0.465 -0.181 -0.248
H -2.391 -1.177 1.355
H -1.304 -2.057 -0.480
H -2.771 -0.990 -1.055
H -1.096 0.942 0.007
H 2.043 0.949 -0.305
H 1.140 2.342 1.104
H -0.322 2.919 -0.384
H 2.229 -2.258 0.261
N -0.882 -0.068 -0.222
N 1.022 1.003 -0.584
N 0.288 1.980 0.335
N 0.953 -1.225 0.210
O 2.443 -1.111 -0.036
```

Computed properties:
Orbital gap: 8.419 eV
E_HOMO: -8.191 eV


Entry 2
C2H8N4O | wB97M-V/def2-TZVPD

Structure (XYZ):
```
15
C2H8N4O wB97M-V/def2-TZVPD
C 0.668 0.058 -1.291
N 0.371 1.351 -0.643
C -0.060 -0.749 -0.263
N -2.228 -1.099 0.751
N 1.298 1.734 0.380
O -1.525 -0.494 -0.370
N 0.371 -1.704 0.485
H -0.651 1.506 -0.538
H -1.914 -2.082 0.716
H -1.908 -0.843 1.685
H 1.133 1.267 1.277
H 1.202 2.725 0.618
H 1.328 -1.494 0.788
H 1.737 -0.165 -1.329
H 0.178 -0.011 -2.266
```

Computed properties:
Orbital gap: 9.525 eV
SMILES string: [H]/N=C(\CNN)ON
E_HOMO: -8.609 eV


Of them, the most stable is entry 2 and the least stable is entry 1.